The following is a quantum chemistry calculation of a cluster of 2 separate species, C3H5NO2 in total, from OMol25.

Frontier orbital gap, eV: 11.326
Total charge: 0
Energy above the lowest of the compared OMol25 structures with the same formula, charge and spin, kJ/mol: 233.63

Geometry as XYZ:
```
11
Properties=species:S:1:pos:R:3:forces:R:3
N 0.582331 2.580562 -1.682296 0.08 -0.38 0.28
C 0.452849 1.743103 -0.903592 -0.48 0.53 -0.37
C 0.201266 0.718762 0.073636 -1.10 1.08 3.17
C -1.116058 0.057992 0.154874 -0.52 -1.60 -1.77
O -1.317667 -1.035532 0.639687 -0.03 0.56 0.07
H -0.334052 1.192986 1.077468 2.16 0.36 -1.37
H 1.070844 0.144327 0.380904 -0.34 0.06 -0.16
H -1.929832 0.657884 -0.277595 -0.20 0.10 0.19
O 1.100762 -1.848946 -0.351099 0.05 -0.47 0.32
H 0.208667 -1.903332 0.048691 0.41 -0.08 -0.15
H 1.694820 -2.034390 0.388001 -0.04 -0.17 -0.24
```
Positions in Å, forces in eV/Å.

=====

The following is a quantum chemistry calculation of a cluster of 2 separate species, C3H8O2P in total, from OMol25.

Frontier orbital gap (spin up / spin down), eV: 4.282 / 4.954
Total charge: -1
<S²>: 2.014
Energy above the lowest of the compared OMol25 structures with the same formula, charge and spin, kJ/mol: 161.00
Spin multiplicity: 3

Geometry as XYZ:
```
14
Properties=species:S:1:pos:R:3:forces:R:3
C -0.118683 -0.692685 2.223728 1.14 3.49 2.22
C -0.776065 -0.728038 -0.836481 -1.06 3.34 1.12
C -0.321838 0.367571 0.125486 3.39 -1.69 -0.13
O 2.151937 -0.122699 -1.219062 0.12 1.05 1.15
O 0.539691 1.696659 -1.984528 1.51 1.19 0.47
P 1.431063 1.052565 -0.566601 -3.61 -1.73 -1.96
H -1.171803 -0.639294 2.425930 -0.23 0.13 0.32
H 0.267235 -1.561704 1.889830 1.05 -2.91 -1.16
H 0.662037 -0.109265 2.873056 -1.88 -0.91 -1.10
H -1.565495 -1.278624 -0.357591 -0.42 -0.46 0.21
H 0.075402 -1.274857 -1.003669 1.60 -1.76 -1.07
H -1.146345 -0.120197 -1.653920 -0.20 -0.94 -0.99
H -1.044831 0.981320 0.523501 -1.10 1.93 0.57
H 1.017696 2.429247 -2.439679 -0.33 -0.74 0.36
```
Positions in Å, forces in eV/Å.

=====

The following is a quantum chemistry calculation of a cluster of 6 separate species, C8H30N2O6 in total, from OMol25.

Frontier orbital gap, eV: 9.969
Total charge: 0
Energy above the lowest of the compared OMol25 structures with the same formula, charge and spin, kJ/mol: 160.69

Geometry as XYZ:
```
46
Properties=species:S:1:pos:R:3:forces:R:3
C -1.285435 -9.251523 1.221830 -0.63 0.20 -0.54
O -2.056825 -8.152053 1.680770 0.63 0.75 0.23
C -1.493055 -6.887653 1.329260 -0.85 0.67 0.18
C -2.249055 -5.671583 1.996880 0.39 -1.66 0.54
C -3.744145 -5.659423 1.815420 -0.85 -1.36 -0.60
N -1.678555 -4.435873 1.512420 0.21 0.14 0.15
H -0.291365 -9.373823 1.651920 -0.04 0.25 0.58
H -1.112615 -9.150543 0.150370 -0.11 -0.10 -0.31
H -1.907615 -10.128073 1.402540 0.27 -0.06 0.02
H -0.425585 -6.837043 1.543840 0.10 0.00 0.52
H -1.536025 -6.723813 0.252500 -0.29 -0.21 -0.50
H -2.090625 -5.760413 3.071640 0.38 0.09 0.14
H -4.005805 -5.366333 0.798690 -0.03 0.16 -0.13
H -4.322105 -5.054243 2.513860 0.43 0.35 0.08
H -4.143075 -6.666733 1.934940 -0.04 -0.17 0.05
H -2.389545 -3.776683 1.795360 0.28 0.79 0.01
H -1.777115 -4.467263 0.507730 0.16 0.17 -0.43
C 1.952765 5.880407 0.472720 0.89 -0.82 0.23
O 0.762255 6.488417 0.177390 -1.61 0.93 0.57
C 0.388465 7.380787 1.227370 1.03 0.36 -0.29
C -0.774765 8.199777 0.797600 -1.10 -0.85 -0.33
C -0.516995 8.927247 -0.515540 -0.24 -0.22 -0.70
N -1.243755 9.111947 1.855090 0.48 -0.28 -0.89
H 2.108915 5.024457 -0.183840 -0.05 0.10 -0.12
H 1.908705 5.505907 1.495410 0.41 -0.14 0.25
H 2.778875 6.581087 0.351550 0.32 0.02 0.15
H 0.267195 6.922897 2.209070 -0.59 -0.85 -0.06
H 1.194525 8.073467 1.469420 0.68 0.34 -0.45
H -1.610745 7.510527 0.678510 0.01 -0.26 -0.63
H -0.130945 8.299647 -1.318770 -0.18 -0.48 0.25
H 0.218815 9.731167 -0.496050 -0.07 0.26 0.63
H -1.471005 9.304697 -0.883680 0.02 0.33 0.00
H -1.166135 9.977717 1.340770 -0.01 0.82 1.09
H -0.562365 9.039157 2.597050 0.01 0.75 0.30
O 2.146015 -1.095573 -3.974130 0.13 0.00 -0.23
H 2.585825 -0.881223 -3.151430 0.15 0.07 0.22
H 1.253875 -1.327323 -3.716030 -0.27 -0.08 0.02
O 5.118085 -1.426623 -0.238160 -0.01 0.19 -0.21
H 5.770925 -2.124343 -0.181500 0.19 -0.18 -0.01
H 4.513675 -1.604393 0.482470 -0.18 -0.01 0.19
O 6.714615 -0.449853 -4.413390 0.20 0.07 -0.14
H 5.904355 -0.913233 -4.625490 -0.24 -0.11 -0.10
H 6.721325 -0.403453 -3.457340 0.00 0.04 0.26
O -2.473105 -2.724653 -4.153530 0.19 0.04 0.16
H -2.495775 -2.631743 -5.105940 0.04 0.04 -0.25
H -3.355075 -3.013803 -3.919550 -0.22 -0.07 0.10
```
Positions in Å, forces in eV/Å.